Model a:
Density functional theory data (ωB97M-V/def2-TZVPD) for the ion CH4N3 with charge +1.

## Properties
Frontier orbital gap = 11.422 eV
LUMO level = -5.41 eV
Net charge = +1
HOMO energy = -16.83 eV

Last column: Löwdin charge in e.
Element x y z (Å)
C  -1.36  0.10  0.05  0.01
N  2.27  -0.14  0.21  0.29
N  0.01  -0.31  -0.02  0.15
N  1.12  -0.11  -0.03  -0.02
H  -1.72  0.75  1.04  0.19
H  -1.90  -0.82  0.13  0.08
H  -1.48  0.69  -0.95  0.15
H  3.06  -0.18  -0.42  0.15

***

Model b:
Density functional theory data (ωB97M-V/def2-TZVPD) for the ion CH4N3 with charge +1.

## Properties
Frontier orbital gap = 10.993 eV
LUMO level = -4.84 eV
Net charge = +1
HOMO energy = -15.83 eV

Last column: Löwdin charge in e.
Element x y z (Å)
C  1.01  1.01  0.62  0.01
N  1.60  -0.10  0.30  0.21
N  0.17  -0.16  0.70  -0.07
N  -0.68  -0.56  -0.44  0.20
H  0.92  2.07  0.64  0.13
H  -0.46  -0.75  -1.42  0.19
H  -1.51  -0.05  -0.20  0.16
H  -1.04  -1.46  -0.20  0.16

***

Relative calculated energies, zero for the most stable structure, unit eV: model a 0.000; model b 0.541.

***

Model a:
Density functional theory data (ωB97M-V/def2-TZVPD) for a cluster of 2 separate species, C7H12S in total.

## Properties
Frontier orbital gap = 8.505 eV
LUMO level = -0.41 eV
Net charge = 0
HOMO energy = -8.92 eV

Last column: Löwdin charge in e.
Element x y z (Å)
C  0.46  1.25  1.13  -0.13
C  -3.01  -1.07  -0.08  -0.57
C  0.61  -0.50  -1.06  -0.21
C  1.12  -1.00  0.29  -0.20
C  1.04  0.95  -1.27  -0.20
C  0.44  -0.22  1.41  -0.21
C  0.73  1.77  -0.05  -0.12
S  -2.94  0.53  -0.09  0.64
H  0.23  1.89  1.98  0.10
H  -3.29  -1.61  0.82  0.00
H  -2.79  -1.66  -0.96  0.00
H  0.98  -1.13  -1.87  0.11
H  -0.48  -0.54  -1.07  0.06
H  0.94  -2.07  0.40  0.11
H  2.20  -0.83  0.34  0.12
H  2.11  1.00  -1.47  0.11
H  0.53  1.37  -2.13  0.11
H  -0.59  -0.56  1.52  0.08
H  0.94  -0.42  2.36  0.11
H  0.76  2.84  -0.19  0.10

***

Model b:
Density functional theory data (ωB97M-V/def2-TZVPD) for an isolated molecule of C7H12S.

## Properties
Frontier orbital gap = 9.007 eV
LUMO level = 0.88 eV
Net charge = 0
HOMO energy = -8.13 eV

Last column: Löwdin charge in e.
Element x y z (Å)
C  0.56  1.48  1.45  -0.10
C  0.61  1.17  -0.03  -0.39
C  -0.72  1.32  -0.90  -0.19
C  -1.81  0.29  -0.81  -0.24
C  -1.60  -0.70  0.42  -0.46
C  1.06  -0.27  -0.22  -0.60
C  2.22  -0.51  -0.87  -0.01
H  0.11  0.69  2.10  0.07
H  -0.02  2.40  1.68  0.08
H  1.55  1.72  1.94  0.09
H  1.34  1.85  -0.58  0.14
H  -1.07  2.31  -0.53  0.11
H  -0.38  1.41  -2.01  0.14
H  -1.89  -0.27  -1.78  0.12
H  -2.74  0.82  -0.66  0.09
H  -2.36  -1.43  0.36  0.05
H  -1.69  -0.04  1.32  0.08
H  2.87  0.30  -1.22  0.07
H  2.47  -1.50  -1.03  0.02
S  -0.01  -1.55  0.38  0.92

***

Model c:
Density functional theory data (ωB97M-V/def2-TZVPD) for an isolated molecule of C7H12S.

## Properties
Frontier orbital gap = 9.596 eV
LUMO level = 0.88 eV
Net charge = 0
HOMO energy = -8.72 eV

Last column: Löwdin charge in e.
Element x y z (Å)
C  1.35  -1.98  -1.42  -0.06
C  0.37  -0.76  -1.33  -0.20
C  -0.67  -0.52  -0.35  -0.27
C  -1.25  -0.53  1.08  -0.12
C  -0.83  0.97  1.54  -0.23
C  0.24  1.55  0.61  -0.59
C  0.59  0.26  -0.16  -0.22
H  1.34  -2.47  -0.46  0.06
H  2.37  -1.75  -1.70  0.07
H  0.97  -2.81  -2.08  0.09
H  0.22  -0.40  -2.33  0.12
H  -1.46  0.02  -0.81  0.12
H  -2.36  -0.70  1.14  0.10
H  -0.85  -1.33  1.88  0.13
H  -1.78  1.50  1.77  0.10
H  -0.30  0.99  2.46  0.08
H  1.07  1.93  1.18  0.09
H  0.34  3.36  -1.29  -0.10
H  1.28  -0.24  0.60  0.16
S  -0.64  2.91  -0.32  0.68

***

Model d:
Density functional theory data (ωB97M-V/def2-TZVPD) for a structure of composition C7H12S.

## Properties
Frontier orbital gap = 9.366 eV
LUMO level = 0.88 eV
Net charge = 0
HOMO energy = -8.49 eV

Last column: Löwdin charge in e.
Element x y z (Å)
C  0.59  -1.15  2.29  -0.04
C  0.42  -0.62  0.83  -0.73
C  -0.39  -1.49  -0.14  -0.18
C  -0.46  -0.53  -1.45  -0.16
C  0.13  0.73  -0.77  -0.64
C  0.20  2.10  -1.56  -0.06
C  -0.36  0.68  0.66  -0.22
H  1.35  -0.62  2.77  0.05
H  -0.46  -0.97  2.61  0.09
H  0.75  -2.23  2.45  0.08
H  -1.39  -1.82  0.14  0.11
H  0.10  -2.38  -0.54  0.10
H  0.00  -0.94  -2.37  0.12
H  -1.53  -0.37  -1.58  0.10
H  0.04  2.99  -0.94  0.07
H  1.19  2.27  -1.99  0.06
H  -0.68  2.16  -2.25  0.08
H  -1.47  0.71  0.75  0.14
H  0.18  1.43  1.26  0.12
S  1.80  0.05  -0.17  0.92

***

Relative calculated energies, zero for the most stable structure, unit eV: model a 0.299; model b 0.000; model c 2.978; model d 0.222.

***

Model a:
Density functional theory data (ωB97M-V/def2-TZVPD) for a cluster of 2 separate species, C4H12NO2 in total.

## Properties
Frontier orbital gap (alpha / beta) = 2.797 / 6.315 eV
Expectation value of S² = 0.75
2S+1 = 2
LUMO level (alpha / beta) = 6.74 / 6.65 eV
Net charge = -2
HOMO energy (alpha / beta) = 3.94 / 0.33 eV

Last column: Mulliken spin population.
Element x y z (Å)
C  0.53  -1.04  -1.69  -0.05
C  -0.19  0.05  -0.86  1.31
C  -0.39  -0.51  0.55  1.09
C  0.93  -0.99  1.26  0.13
O  1.33  -2.27  1.18  -0.03
N  -1.47  0.36  -1.56  0.00
H  1.61  -1.04  -1.50  0.02
H  0.29  -0.90  -2.76  -0.15
H  0.19  -2.02  -1.35  0.03
H  0.49  0.90  -0.85  -0.38
H  -1.17  -1.27  0.62  0.34
H  -0.83  0.37  1.05  -0.95
H  0.87  -0.52  2.25  -0.10
H  1.69  -0.24  0.80  -0.01
H  -2.07  0.90  -0.93  -0.28
H  -1.99  -0.47  -1.80  -0.33
H  -0.52  3.15  1.42  -0.46
H  0.53  2.31  2.03  0.00
O  0.17  3.21  2.14  0.82

***

Model b:
Density functional theory data (ωB97M-V/def2-TZVPD) for a cluster of 3 separate species, C4H12NO2 in total.

## Properties
Frontier orbital gap (alpha / beta) = 5.127 / 5.953 eV
Expectation value of S² = 0.75
2S+1 = 2
LUMO level (alpha / beta) = 7.22 / 7.20 eV
Net charge = -2
HOMO energy (alpha / beta) = 2.09 / 1.25 eV

Last column: Mulliken spin population.
Element x y z (Å)
C  1.77  1.45  -0.05  0.72
N  1.37  0.29  0.58  0.19
C  -0.33  -1.45  0.15  0.01
C  0.18  -0.04  -0.21  0.04
C  -1.02  0.95  -0.03  0.08
O  -2.30  0.58  -0.55  0.00
H  2.25  1.44  -1.05  -0.02
H  4.43  0.18  -0.72  0.00
H  1.68  2.47  0.38  -0.01
H  5.06  -0.21  -0.86  0.01
H  0.35  -2.27  -0.13  -0.01
H  -0.62  -1.56  1.21  0.00
H  -1.27  -1.74  -0.29  0.00
H  0.35  -0.20  -1.30  0.05
H  -1.13  1.02  1.06  0.01
H  -0.69  1.92  -0.41  -0.08
H  -4.02  -1.64  0.91  0.00
H  -2.76  -0.08  0.11  0.00
O  -3.26  -1.12  1.21  0.00

***

Relative calculated energies, zero for the most stable structure, unit eV: model a 0.000; model b 2.036.

***

Model a:
Density functional theory data (ωB97M-V/def2-TZVPD) for an isolated molecule of C3H5NS.

## Properties
Frontier orbital gap (alpha / beta) = 8.434 / 6.587 eV
LUMO level (alpha / beta) = -1.01 / -1.99 eV
Net charge = 0
HOMO energy (alpha / beta) = -9.44 / -8.58 eV

Last column: Löwdin charge in e.
Element x y z (Å)
C  0.18  0.64  0.13  -0.18
C  -1.09  0.15  0.48  -0.32
C  1.17  -0.16  -0.47  -0.67
N  -1.49  -1.03  0.35  0.10
S  2.90  -0.14  0.19  0.59
H  0.38  1.66  0.45  0.11
H  -1.82  0.93  0.78  0.11
H  1.04  -1.28  -0.72  0.10
H  1.21  0.26  -1.55  0.11
H  -2.49  -1.02  0.36  0.04

***

Model b:
Density functional theory data (ωB97M-V/def2-TZVPD) for an isolated molecule of C3H5NS.

## Properties
Frontier orbital gap = 8.865 eV
LUMO level = 0.59 eV
Net charge = 0
HOMO energy = -8.28 eV

Last column: Löwdin charge in e.
Element x y z (Å)
C  1.70  -0.26  0.85  -0.01
C  0.42  -0.46  0.57  -0.11
C  -1.56  0.27  -0.84  -0.81
H  2.11  -0.80  1.61  0.01
H  2.38  0.67  0.66  0.11
H  -0.16  -1.34  0.91  0.12
H  0.22  1.00  -0.96  0.12
H  -2.24  -0.56  -0.41  0.07
N  -0.39  0.52  -0.33  -0.03
S  -2.46  0.95  -2.06  0.54

***

Model c:
Density functional theory data (ωB97M-V/def2-TZVPD) for a structure of composition C3H5NS.

## Properties
Frontier orbital gap = 8.952 eV
LUMO level = 0.78 eV
Net charge = 0
HOMO energy = -8.17 eV

Last column: Löwdin charge in e.
Element x y z (Å)
C  0.04  -0.14  -0.05  -0.95
C  -0.74  -0.04  1.20  -0.12
C  0.08  1.26  1.41  -0.12
H  -0.52  -0.84  1.86  0.10
H  -1.83  0.12  1.04  0.13
H  -0.55  2.18  1.28  0.13
H  0.75  1.40  2.25  0.10
H  1.17  1.53  -0.42  0.13
N  0.77  0.88  0.18  0.03
S  -0.04  -1.06  -1.42  0.57

***

Model d:
Density functional theory data (ωB97M-V/def2-TZVPD) for an isolated molecule of C3H5NS.

## Properties
Frontier orbital gap = 8.179 eV
LUMO level = -0.80 eV
Net charge = 0
HOMO energy = -8.98 eV

Last column: Löwdin charge in e.
Element x y z (Å)
C  0.37  -0.80  -1.20  -0.64
C  0.71  0.17  0.02  -0.26
C  -0.69  1.05  0.54  -0.07
H  -0.70  -0.98  -1.07  0.03
H  1.85  0.70  0.10  0.17
H  -0.52  2.03  1.24  0.13
H  -1.51  1.03  -0.05  0.02
H  -0.66  -1.01  1.04  0.03
N  -0.16  -0.21  1.28  -0.02
S  1.31  -1.99  -1.90  0.61

***

Relative calculated energies, zero for the most stable structure, unit eV: model a 2.423; model b 0.716; model c 0.000; model d 3.081.

***

Model a:
Density functional theory data (ωB97M-V/def2-TZVPD) for an isolated molecule of C3H5NS.

## Properties
Frontier orbital gap = 9.091 eV
LUMO level = 0.52 eV
Net charge = 0
HOMO energy = -8.58 eV

Last column: Löwdin charge in e.
Element x y z (Å)
C  -1.62  -0.06  -0.81  0.01
C  -0.42  -0.37  -0.52  -0.23
C  1.53  0.05  0.80  -0.74
H  -2.13  -0.87  -1.25  0.04
H  -2.22  0.83  -0.74  0.07
H  0.08  -1.28  -0.82  0.12
H  0.07  1.40  0.62  0.15
H  1.94  -0.99  0.49  0.09
N  0.34  0.45  0.28  -0.06
S  2.41  0.84  1.95  0.55

***

Model b:
Density functional theory data (ωB97M-V/def2-TZVPD) for an isolated molecule of C3H5NS.

## Properties
Frontier orbital gap = 8.159 eV
LUMO level = -0.78 eV
Net charge = 0
HOMO energy = -8.94 eV

Last column: Löwdin charge in e.
Element x y z (Å)
C  -1.30  0.46  0.23  -0.56
C  -0.11  -0.13  -0.59  -0.45
C  1.30  0.33  -0.24  -0.12
H  -1.33  1.29  1.13  0.12
H  -0.32  -0.60  -1.58  0.12
H  2.40  0.16  -0.68  0.15
H  1.14  1.15  0.40  0.05
H  0.27  -1.29  1.26  0.14
N  0.74  -1.08  0.24  -0.03
S  -2.79  -0.29  -0.16  0.58

***

Model c:
Density functional theory data (ωB97M-V/def2-TZVPD) for an isolated molecule of C3H5NS.

## Properties
Frontier orbital gap (alpha / beta) = 8.079 / 8.080 eV
LUMO level (alpha / beta) = 0.20 / 0.20 eV
Net charge = 0
HOMO energy (alpha / beta) = -7.88 / -7.88 eV

Last column: Löwdin charge in e.
Element x y z (Å)
C  -1.32  0.01  -1.55  -0.71
C  0.07  1.05  -0.13  0.02
C  0.18  -0.38  0.24  -0.25
N  -0.84  -0.90  -0.69  -0.07
S  -2.23  0.11  -2.90  0.61
H  0.91  1.54  -0.50  0.04
H  -0.64  1.42  0.56  0.05
H  1.13  -0.84  -0.18  0.13
H  0.07  -0.66  1.22  0.08
H  -1.18  -1.82  -0.71  0.11

***

Relative calculated energies, zero for the most stable structure, unit eV: model a 0.000; model b 2.706; model c 2.146.

***

Model a:
Density functional theory data (ωB97M-V/def2-TZVPD) for an isolated molecule of C3H5NS.

## Properties
Frontier orbital gap = 8.572 eV
LUMO level = 0.28 eV
Net charge = 0
HOMO energy = -8.29 eV

Last column: Löwdin charge in e.
Element x y z (Å)
C  -0.16  0.53  1.59  0.02
C  -0.04  -0.37  0.60  -0.28
C  -0.05  -0.56  -1.53  -0.83
H  -0.44  0.50  2.63  0.04
H  -0.21  1.67  1.47  0.09
H  0.06  -1.47  0.66  0.14
H  1.16  1.02  -0.53  0.30
H  -0.78  -1.44  -1.28  0.13
N  0.36  0.05  -0.56  -0.16
S  0.09  0.07  -3.04  0.55

***

Model b:
Density functional theory data (ωB97M-V/def2-TZVPD) for a structure of composition C3H5NS.

## Properties
Frontier orbital gap = 9.798 eV
LUMO level = 0.40 eV
Net charge = 0
HOMO energy = -9.40 eV

Last column: Löwdin charge in e.
Element x y z (Å)
C  -1.02  1.08  0.27  -0.33
C  0.98  -0.33  -0.24  -0.59
C  0.16  -1.44  -0.06  -0.36
H  -1.69  2.11  0.21  0.09
H  -1.59  0.23  0.70  0.01
H  0.14  1.01  1.00  0.12
H  1.52  0.13  0.52  0.05
H  1.90  -0.83  -0.75  0.14
N  -0.33  -2.62  -0.22  0.12
S  -0.06  0.66  -1.42  0.76

***

Relative calculated energies, zero for the most stable structure, unit eV: model a 0.000; model b 0.840.